Density functional theory data (ωB97M-V with the def2-TZVPD basis set) for Ag4F as an isolated structure in a non-equilibrium geometry.

Each line ends with the natural charge from an NBO analysis.
CARTESIAN COORDINATES (ANGSTROEM)
Ag (-0.31090, 1.11290, 1.39973)  0.98
Ag (1.55901, -0.48303, -0.06034)  0.97
Ag (-1.15205, -0.86272, 0.61277)  0.97
Ag (-0.01874, -0.05522, -1.82117)  0.99
F (-0.07731, 0.28807, -0.13100)  -0.91

The largest force on an atom comes out at 16.7 eV/Å. The total energy comes out at -18666.9757 eV. For the HOMO energy, the calculation gives -25.67 eV. For the LUMO energy, the calculation gives -16.400 eV. The net charge is +3. The gap between HOMO and LUMO comes out at 9.27 eV.

Density functional theory data (ωB97M-V with the def2-TZVPD basis set) for C39H33CrNO2P2S2 as an isolated structure.

Each line ends with the Löwdin charge.
CARTESIAN COORDINATES (ANGSTROEM)
Cr (-1.31027, -1.85375, 0.17210)  -0.18
C (0.03843, 1.59989, -0.05054)  -0.34
N (1.42394, 1.14954, -0.01348)  -0.13
C (1.83868, -0.03654, -0.74601)  -0.30
P (1.05789, -1.72689, -0.28014)  0.83
C (2.02839, -2.14399, 1.22789)  -0.35
C (2.93078, -1.25494, 1.80490)  -0.09
C (3.58743, -1.56822, 2.98906)  -0.10
C (3.34997, -2.78331, 3.61020)  -0.12
C (2.44771, -3.67614, 3.04403)  -0.09
C (1.78601, -3.36495, 1.86716)  -0.10
C (1.98804, -2.50788, -1.65368)  -0.39
C (1.35838, -2.73030, -2.88008)  -0.14
C (2.07953, -3.19723, -3.96423)  -0.10
C (3.43783, -3.48040, -3.83531)  -0.12
C (4.06662, -3.28072, -2.61721)  -0.11
C (3.34683, -2.78055, -1.53564)  -0.09
C (2.33689, 2.02170, 0.53932)  -0.23
C (1.91106, 3.08042, 1.37239)  -0.03
C (2.81599, 3.96026, 1.93727)  -0.11
C (4.17935, 3.84916, 1.70688)  -0.14
C (4.61341, 2.81865, 0.88586)  -0.12
C (3.72615, 1.92728, 0.30941)  -0.05
P (-1.21516, 0.55200, -0.92493)  1.04
C (-0.81347, 0.81518, -2.70413)  -0.37
C (-1.26636, -0.17569, -3.57543)  -0.10
C (-0.99978, -0.09426, -4.93565)  -0.09
C (-0.26080, 0.96858, -5.43458)  -0.11
C (0.20755, 1.95518, -4.57364)  -0.10
C (-0.07307, 1.87900, -3.21897)  -0.09
C (-2.62797, 1.69683, -0.68803)  -0.32
C (-3.33032, 2.26588, -1.74976)  -0.08
C (-4.46446, 3.03032, -1.51577)  -0.10
C (-4.91648, 3.23365, -0.21956)  -0.10
C (-4.22903, 2.66379, 0.84146)  -0.07
C (-3.09577, 1.90096, 0.61151)  -0.09
H (-0.00566, 2.62207, -0.44994)  0.09
H (-0.38116, 1.62296, 0.96197)  0.03
H (2.91975, -0.13864, -0.71123)  0.06
H (1.58678, 0.06567, -1.80955)  0.08
H (3.12395, -0.29191, 1.35533)  0.07
H (4.27321, -0.85162, 3.42588)  0.09
H (3.85656, -3.02860, 4.53746)  0.09
H (2.24153, -4.62207, 3.53221)  0.09
H (1.05342, -4.03408, 1.42222)  0.02
H (0.28961, -2.58071, -2.94836)  0.06
H (1.57618, -3.36339, -4.90945)  0.09
H (3.99673, -3.86785, -4.68009)  0.08
H (5.11971, -3.51148, -2.50150)  0.09
H (3.84618, -2.62065, -0.58609)  0.10
H (0.86500, 3.19113, 1.60727)  0.10
H (2.43894, 4.74582, 2.58236)  0.09
H (4.88107, 4.54008, 2.15595)  0.08
H (5.67112, 2.70185, 0.67733)  0.09
H (4.12374, 1.15737, -0.33467)  0.09
H (-1.81711, -1.01983, -3.16981)  0.11
H (-1.35511, -0.87235, -5.60003)  0.10
H (-0.03817, 1.02462, -6.49387)  0.09
H (0.79459, 2.78054, -4.95827)  0.09
H (0.29939, 2.65022, -2.55487)  0.10
H (-3.00115, 2.10858, -2.76867)  0.09
H (-5.00365, 3.45650, -2.35393)  0.09
H (-5.81445, 3.81295, -0.03957)  0.09
H (-4.59084, 2.77782, 1.85570)  0.11
H (-2.59574, 1.41514, 1.44458)  0.06
O (-5.29863, -0.77808, 0.48089)  -0.01
C (-4.21502, -1.14268, 0.94710)  -0.64
O (-3.30832, -1.74039, 0.28627)  -0.19
C (-3.99289, -0.89397, 2.44395)  -0.14
C (-5.16344, -0.87343, 3.20501)  -0.06
C (-5.16184, -0.67823, 4.57486)  -0.13
C (-3.94336, -0.47548, 5.21371)  -0.13
C (-2.77656, -0.47558, 4.47747)  -0.16
C (-2.75621, -0.68643, 3.08688)  -0.60
S (-1.16850, -0.58859, 2.32766)  0.61
H (-6.09179, -1.00733, 2.66499)  0.10
H (-6.09066, -0.68010, 5.13399)  0.08
H (-3.90335, -0.31630, 6.28676)  0.08
H (-1.82339, -0.31095, 4.96609)  0.08
S (-0.61435, -3.93512, -0.58659)  -0.14

As for the spin multiplicity: 5. The largest force on an atom comes out at 0.3 eV/Å. The total energy comes out at -115236.2728 eV. For the HOMO energy (spin up / spin down), the calculation gives -0.08 / -0.53 eV. The relative energy (zero: lowest compared OMol25 entry of this formula, charge and spin) comes out at 0.0 kcal per mole. For the LUMO energy (spin up / spin down), the calculation gives 4.254 / 4.253 eV. The net charge is -2. The gap between HOMO and LUMO (spin up / spin down) comes out at 4.34 / 4.78 eV.

Density functional theory data (ωB97M-V with the def2-TZVPD basis set) for C27H32N5PdS as an isolated structure.

Each line ends with the natural charge from an NBO analysis.
CARTESIAN COORDINATES (ANGSTROEM)
Pd (-0.17233, 0.77140, -1.60352)  0.79
C (-0.96951, -2.62445, -4.17874)  -0.27
C (-0.28320, -1.67750, -3.40307)  0.07
N (-0.91083, -0.75056, -2.71639)  -0.45
C (-2.28244, -0.64301, -2.78768)  0.20
C (-3.03790, -1.59326, -3.49730)  -0.11
C (-2.33257, -2.59657, -4.19859)  -0.10
C (-4.44755, -1.49405, -3.51067)  -0.17
C (-5.03780, -0.45379, -2.85653)  -0.18
C (-4.28323, 0.54069, -2.20191)  -0.25
C (-2.90332, 0.48708, -2.15993)  0.14
N (-2.01938, 1.41358, -1.65123)  -0.57
C (-2.19180, 2.63227, -1.03181)  0.15
C (-3.36671, 3.31981, -0.79655)  -0.25
C (-3.36263, 4.61171, -0.23325)  -0.16
C (-2.20334, 5.26284, 0.06745)  -0.23
C (-0.97401, 4.60763, -0.17039)  -0.09
C (0.27751, 5.23142, 0.03199)  -0.09
C (1.43346, 4.57020, -0.26164)  -0.27
C (1.35926, 3.24277, -0.71034)  0.07
N (0.21370, 2.62309, -0.87538)  -0.46
C (-0.97246, 3.29250, -0.66865)  0.21
H (-0.40852, -3.36295, -4.73286)  0.24
H (0.79578, -1.68748, -3.31677)  0.23
H (-2.89160, -3.32772, -4.76953)  0.23
H (-5.03171, -2.23215, -4.04307)  0.22
H (-6.11595, -0.36328, -2.85391)  0.23
H (-4.81896, 1.35225, -1.74336)  0.22
H (-4.31808, 2.89304, -1.05824)  0.22
H (-4.31310, 5.10018, -0.06420)  0.23
H (-2.20620, 6.26843, 0.46532)  0.23
H (0.30145, 6.25033, 0.39844)  0.23
H (2.40036, 5.03835, -0.14739)  0.24
H (2.24957, 2.66348, -0.91919)  0.23
C (2.40602, 0.58474, 4.96559)  -0.61
C (3.15739, -0.13417, 3.84874)  -0.40
C (3.26898, 0.67834, 2.55984)  -0.41
C (1.93102, 1.07891, 1.94782)  -0.22
N (1.07645, -0.07410, 1.67521)  -0.57
C (1.09006, -0.82570, 0.57403)  0.40
S (1.90993, -0.31009, -0.88537)  -0.29
N (0.44422, -1.98871, 0.64286)  -0.57
C (0.56370, -3.10115, -0.29844)  -0.22
C (1.83708, -3.92225, -0.12989)  -0.41
C (1.96485, -4.71018, 1.17369)  -0.40
C (2.27691, -3.87287, 2.41352)  -0.60
H (2.42836, 0.00471, 5.88736)  0.23
H (1.35534, 0.75423, 4.71616)  0.19
H (2.85345, 1.55861, 5.17334)  0.21
H (2.67997, -1.09707, 3.63948)  0.19
H (4.16579, -0.37621, 4.18844)  0.22
H (3.83890, 0.11906, 1.81308)  0.22
H (3.82528, 1.59942, 2.75664)  0.22
H (2.09205, 1.59864, 1.01175)  0.23
H (1.37486, 1.74296, 2.60949)  0.21
H (0.59017, -0.45053, 2.47689)  0.40
H (0.00235, -2.20816, 1.52309)  0.40
H (0.52704, -2.69081, -1.30078)  0.23
H (-0.32008, -3.72574, -0.15957)  0.21
H (2.69973, -3.26050, -0.25376)  0.21
H (1.86444, -4.62178, -0.96962)  0.22
H (2.76974, -5.43578, 1.04272)  0.22
H (1.05708, -5.29958, 1.33693)  0.20
H (3.10314, -3.18467, 2.21901)  0.21
H (2.56757, -4.51190, 3.24694)  0.23
H (1.42223, -3.28394, 2.75368)  0.17

The largest force on an atom comes out at 0.9 eV/Å. The total energy comes out at -50281.2536 eV. For the HOMO energy, the calculation gives -9.71 eV. The relative energy (zero: lowest compared OMol25 entry of this formula, charge and spin) comes out at 0.0 kcal per mole. For the LUMO energy, the calculation gives -2.747 eV. The net charge is +1. The gap between HOMO and LUMO comes out at 6.97 eV.

Density functional theory data (ωB97M-V with the def2-TZVPD basis set) for a 6-piece molecular cluster, C24H32O12 overall in a non-equilibrium geometry.

Each line ends with the natural charge from an NBO analysis.
CARTESIAN COORDINATES (ANGSTROEM)
O (-4.28735, 0.13971, -0.12428)  -0.58
C (-4.13235, -1.13429, -0.23828)  0.39
C (-2.88235, -1.70129, -0.22628)  -0.41
C (-2.69035, -3.22529, -0.27428)  0.45
O (-1.52435, -3.80129, -0.38428)  -0.63
C (-3.93935, -4.13729, -0.15028)  0.41
O (-3.70435, -5.33529, -0.23528)  -0.55
C (-5.19335, -3.53929, -0.17728)  -0.38
C (-5.35335, -1.99929, -0.18928)  0.42
O (-6.66235, -1.47729, -0.18328)  -0.59
H (-2.10335, -1.11129, -0.33128)  0.21
H (-1.63835, -4.85729, -0.61128)  0.54
H (-6.17535, -4.20529, -0.16028)  0.26
H (-6.49035, -0.63029, -0.15128)  0.48
O (5.82365, -1.57029, -2.62228)  -0.56
C (5.05165, -1.09629, -3.50328)  0.40
C (3.75865, -0.62429, -3.18828)  -0.38
C (2.76565, -0.26329, -4.30528)  0.39
O (1.42165, 0.11071, -3.92828)  -0.68
C (3.15065, -0.12329, -5.64928)  0.37
O (2.42765, 0.30571, -6.54728)  -0.46
C (4.52065, -0.37729, -5.96128)  -0.30
C (5.48365, -1.03429, -4.93428)  0.33
O (6.78065, -1.41629, -5.27728)  -0.62
H (3.53865, -0.54229, -2.09928)  0.24
H (1.16965, 0.05871, -2.89928)  0.55
H (4.84465, -0.16329, -6.80128)  0.20
H (7.10065, -1.86629, -4.56328)  0.49
C (-0.31335, 1.82371, 5.64972)  -0.74
C (0.61765, 0.78471, 5.06072)  0.59
C (1.99765, 1.30071, 4.62172)  -0.70
O (0.39565, -0.36729, 5.06672)  -0.54
H (0.11265, 1.87771, 6.75872)  0.25
H (-1.43735, 1.38171, 5.71172)  0.25
H (-0.04435, 2.85171, 5.07872)  0.24
H (2.34365, 1.85571, 5.25672)  0.21
H (1.92465, 2.14871, 3.87672)  0.22
H (2.76565, 0.67571, 4.30372)  0.23
C (2.93465, 4.73571, -3.26428)  -0.71
C (2.12765, 4.33271, -2.08228)  0.57
C (1.40765, 2.98571, -2.15628)  -0.74
O (2.03365, 5.10971, -1.08728)  -0.55
H (3.54465, 4.10871, -3.65428)  0.22
H (3.47965, 5.77171, -3.22528)  0.23
H (2.38265, 4.87171, -4.11028)  0.24
H (1.33965, 2.65971, -3.26028)  0.24
H (0.36065, 2.99471, -1.77328)  0.25
H (2.08465, 2.05571, -1.82628)  0.25
C (-2.67935, -0.55729, 3.37372)  -0.73
C (-4.15335, -0.92329, 3.45072)  0.58
C (-5.22635, 0.07171, 3.99372)  -0.70
O (-4.47235, -1.96929, 2.85472)  -0.57
H (-1.91335, -1.25929, 3.10372)  0.25
H (-2.21235, 0.04571, 4.25372)  0.23
H (-2.56635, 0.39971, 2.68172)  0.24
H (-5.02435, -0.15929, 5.00072)  0.23
H (-6.38135, -0.03829, 3.73572)  0.25
H (-4.93335, 1.03371, 4.00072)  0.22
C (1.50465, -1.53829, 0.39972)  -0.69
C (0.89565, -0.40929, -0.10928)  0.65
C (0.22665, 0.50371, 0.81372)  -0.71
O (0.81365, -0.17229, -1.35928)  -0.66
H (2.16665, -1.77929, -0.12428)  0.21
H (0.70865, -2.33729, 0.48972)  0.27
H (1.73265, -1.39129, 1.37372)  0.23
H (-0.41035, 1.16071, 0.11272)  0.25
H (1.19165, 0.94371, 1.30972)  0.25
H (-0.38635, 0.03371, 1.41572)  0.23

The largest force on an atom comes out at 13.5 eV/Å. As for the SMILES: O=C1C=C(O)C(=O)C=C1O.O=C1C=C(O)C(=O)C=C1O.CC(C)=O.CC(C)=O.CC(C)=O.CC(C)=O. The total energy comes out at -49962.2859 eV. For the HOMO energy, the calculation gives -8.89 eV. The relative energy (zero: lowest compared OMol25 entry of this formula, charge and spin) comes out at 80.2 kcal per mole. For the LUMO energy, the calculation gives -2.167 eV. The gap between HOMO and LUMO comes out at 6.72 eV.

Density functional theory data (ωB97M-V with the def2-TZVPD basis set) for C8H17CrN5O11 as an isolated structure in a non-equilibrium geometry.

Each line ends with the natural charge from an NBO analysis.
CARTESIAN COORDINATES (ANGSTROEM)
Cr (0.07838, -0.38641, -0.06471)  1.37
C (1.71743, -4.28603, -1.06657)  -0.72
C (1.90769, -2.78553, -1.00354)  0.77
O (0.80745, -2.12499, -0.92031)  -0.81
O (3.00162, -2.27548, -0.74445)  -0.66
H (1.75763, -4.77416, -0.09816)  0.22
H (2.54454, -4.64185, -1.69055)  0.19
H (0.81994, -4.41497, -1.67391)  0.20
C (2.25122, 3.25931, -1.32719)  -0.73
C (2.40326, 1.80222, -0.83440)  0.78
O (3.48564, 1.46273, -0.34325)  -0.69
O (1.40699, 1.03234, -0.97874)  -0.83
H (1.22534, 3.51793, -1.58998)  0.18
H (2.89780, 3.31329, -2.20732)  0.20
H (2.69729, 3.92644, -0.58892)  0.20
C (1.70484, -0.90596, 4.10737)  -0.72
C (2.17523, -0.58216, 2.69550)  0.77
O (3.39469, -0.68800, 2.46384)  -0.72
O (1.29855, -0.42651, 1.79645)  -0.82
H (1.93980, -0.05105, 4.75105)  0.18
H (2.25860, -1.76064, 4.49238)  0.20
H (0.62318, -1.04057, 4.15069)  0.21
N (-2.62201, -1.66938, 1.41108)  0.72
O (-3.58140, -1.78222, 0.61178)  -0.59
O (-1.44146, -1.80488, 1.00532)  -0.51
O (-2.82316, -1.21382, 2.57904)  -0.53
C (-2.17390, -0.54905, -2.50783)  0.79
O (-1.21680, -0.41921, -1.76200)  -0.64
N (-2.16660, -0.14879, -3.81315)  -0.85
N (-3.28845, -1.19794, -2.12264)  -0.86
H (-3.08950, 0.00464, -4.17941)  0.37
H (-1.41006, 0.49817, -3.98368)  0.41
H (-4.15091, -1.30221, -2.62380)  0.37
H (-3.34163, -1.47966, -1.14027)  0.45
C (-1.23680, 2.48899, 0.80937)  0.81
O (-0.85464, 1.35819, 0.57744)  -0.62
N (-2.02471, 3.21120, -0.01979)  -0.84
N (-0.77836, 3.19738, 1.87230)  -0.84
H (-2.28390, 4.15744, 0.17930)  0.37
H (-2.53387, 2.72626, -0.73761)  0.41
H (-0.18273, 2.66398, 2.48705)  0.44
H (-1.19623, 4.09097, 2.03222)  0.37

As for the spin multiplicity: 5. The largest force on an atom comes out at 3.8 eV/Å. The total energy comes out at -66967.4312 eV. For the HOMO energy (spin up / spin down), the calculation gives -0.24 / -1.35 eV. The relative energy (zero: lowest compared OMol25 entry of this formula, charge and spin) comes out at 14.4 kcal per mole. For the LUMO energy (spin up / spin down), the calculation gives 4.173 / 4.168 eV. The net charge is -2. The gap between HOMO and LUMO (spin up / spin down) comes out at 4.42 / 5.52 eV.

Density functional theory data (ωB97M-V with the def2-TZVPD basis set) for a 2-piece molecular cluster, C8H11N2O overall in a non-equilibrium geometry.

Each line ends with the natural charge from an NBO analysis.
CARTESIAN COORDINATES (ANGSTROEM)
C (1.16435, -1.92849, -2.99382)  -0.16
C (0.08217, -1.08616, -3.11917)  -0.18
C (1.85199, -1.90825, -1.81034)  -0.19
C (-0.22799, -0.26888, -2.03928)  0.00
C (1.39803, -1.14663, -0.74627)  -0.01
C (0.45376, 1.08728, 3.48562)  0.71
C (0.85001, 2.19490, 4.02033)  -0.74
C (-1.53945, 0.75991, 0.25507)  -0.44
N (0.27540, -0.37762, -0.84417)  -0.05
N (-0.15746, 0.25752, 0.21090)  -0.39
O (0.28373, 0.06056, 2.94550)  -0.53
H (1.48796, -2.56688, -3.81622)  0.25
H (-0.36351, -0.98996, -4.11165)  0.26
H (2.81944, -2.54808, -1.72266)  0.27
H (-1.05930, 0.38337, -2.18644)  0.24
H (1.72153, -1.49285, 0.27541)  0.25
H (0.45841, 0.19890, 1.00799)  0.43
H (0.20990, 3.00520, 4.36862)  0.29
H (1.92050, 2.15105, 4.04014)  0.28
H (-1.76580, 0.66335, 1.39820)  0.25
H (-1.48286, 1.85482, 0.05974)  0.22
H (-2.17805, 0.19726, -0.42794)  0.23

The largest force on an atom comes out at 3.7 eV/Å. The total energy comes out at -13492.5061 eV. For the HOMO energy, the calculation gives -12.69 eV. The relative energy (zero: lowest compared OMol25 entry of this formula, charge and spin) comes out at 89.2 kcal per mole. For the LUMO energy, the calculation gives -3.867 eV. The net charge is +1. The gap between HOMO and LUMO comes out at 8.82 eV.